## P
ORCA calculation (ωB97M-V/def2-TZVPD) on a cluster of 2 separate species, C3H9NOS in total.

For the lowest unoccupied orbital energy, the calculation gives 0.78 eV. Its spin multiplicity is 1. As for the SMILES: NC=O.CSC. Its frontier orbital gap is 9.35 eV.

Last column: Löwdin charge in e.
Cartesian coordinates (Å):
N  -1.14  -1.38  2.34  0.11
C  -2.01  -0.84  1.44  -0.43
O  -2.69  0.11  1.75  0.00
H  -0.74  -2.30  2.38  0.09
H  -0.86  -0.85  3.14  0.10
H  -2.04  -1.23  0.41  0.13
C  0.91  1.19  0.06  -0.39
S  1.89  -0.06  -0.91  0.70
C  1.22  0.30  -2.56  -0.44
H  -0.13  0.90  0.10  0.01
H  1.44  1.07  0.99  0.01
H  1.00  2.15  -0.45  0.03
H  1.87  0.91  -3.17  0.03
H  0.24  0.69  -2.46  0.02
H  1.04  -0.66  -3.05  0.02

---

## Q
ORCA calculation (ωB97M-V/def2-TZVPD) on a cluster of 2 separate species, C3H9NOS in total.

For the lowest unoccupied orbital energy, the calculation gives 0.80 eV. Its spin multiplicity is 1. As for the SMILES: NC=O.CSC. Its frontier orbital gap is 9.39 eV.

Last column: Löwdin charge in e.
Cartesian coordinates (Å):
N  1.10  0.58  -0.78  0.11
C  -0.01  0.14  -0.12  -0.43
O  -0.28  0.40  1.03  -0.01
H  1.77  1.18  -0.29  0.10
H  1.26  0.33  -1.76  0.10
H  -0.66  -0.49  -0.77  0.13
C  2.42  4.17  2.22  -0.45
S  3.94  3.28  1.83  0.69
C  3.77  1.95  3.03  -0.45
H  2.35  5.05  1.55  0.03
H  2.40  4.51  3.26  0.04
H  1.53  3.53  2.04  0.04
H  3.73  2.33  4.06  0.04
H  2.86  1.35  2.84  0.04
H  4.65  1.29  2.93  0.03

---

The energy of each structure relative to the most stable one, in hartree, is as follows: P 0.0191; Q 0.0000.

---

## P
ORCA calculation (ωB97M-V/def2-TZVPD) on a cluster of 2 separate species, C3H9NOS in total.

For the lowest unoccupied orbital energy, the calculation gives 0.75 eV. Its spin multiplicity is 1. As for the SMILES: NC=O.CCS. Its frontier orbital gap is 9.70 eV.

Last column: Löwdin charge in e.
Cartesian coordinates (Å):
N  -2.41  -1.67  1.28  0.12
C  -2.51  -1.31  -0.02  -0.44
O  -2.43  -0.16  -0.38  0.01
H  -2.44  -2.59  1.65  0.09
H  -2.12  -0.94  1.90  0.10
H  -2.61  -2.10  -0.76  0.12
C  1.48  1.67  0.24  -0.20
C  1.85  0.93  -1.01  -0.62
S  2.23  -0.86  -0.84  0.66
H  2.25  1.85  1.00  0.07
H  0.59  1.37  0.78  0.06
H  1.31  2.74  0.01  0.08
H  1.06  1.01  -1.75  0.06
H  2.78  1.33  -1.42  0.06
H  0.97  -1.26  -0.67  -0.18

---

## Q
ORCA calculation (ωB97M-V/def2-TZVPD) on a cluster of 2 separate species, C3H9NOS in total.

For the lowest unoccupied orbital energy, the calculation gives 0.98 eV. Its spin multiplicity is 1. As for the SMILES: CNSO.C=C. Its frontier orbital gap is 9.86 eV.

Last column: Löwdin charge in e.
Cartesian coordinates (Å):
C  2.74  0.64  0.89  -0.19
N  1.30  0.48  0.93  -0.49
S  0.56  -0.12  -0.45  0.90
O  0.03  1.26  -1.28  -0.39
H  3.16  -0.22  1.43  0.08
H  2.84  0.58  -0.22  0.06
H  2.97  1.65  1.20  0.07
H  0.84  0.65  1.90  0.13
H  -0.85  1.32  -1.10  -0.07
C  -2.00  1.14  0.96  -0.11
C  -2.53  0.06  0.48  -0.09
H  -0.98  1.22  1.08  -0.03
H  -2.55  2.09  1.07  0.08
H  -1.81  -0.69  -0.02  0.03
H  -3.57  -0.23  0.42  0.05

---

The energy of each structure relative to the most stable one, in hartree, is as follows: P 0.0000; Q 0.1048.

---

## P
ORCA calculation (ωB97M-V/def2-TZVPD) on the molecule C4H4OS.

For the lowest unoccupied orbital energy, the calculation gives -1.29 eV. Its spin multiplicity is 1. As for the SMILES: C=CC(=O)C=S. Its frontier orbital gap is 7.83 eV.

Last column: Löwdin charge in e.
Cartesian coordinates (Å):
C  -1.73  -0.82  -0.01  0.07
C  -0.36  -0.73  -0.05  -0.09
C  0.20  0.71  0.00  -0.47
O  -0.50  1.66  0.03  0.09
C  1.79  0.87  -0.06  -0.58
S  2.82  -0.36  0.02  0.73
H  -2.13  -1.82  -0.09  0.06
H  -2.22  0.07  0.17  0.04
H  0.19  -1.60  0.13  0.05
H  1.95  2.03  -0.14  0.10

---

## Q
ORCA calculation (ωB97M-V/def2-TZVPD) on the molecule C4H4OS.

For the lowest unoccupied orbital energy, the calculation gives -1.62 eV. Its spin multiplicity is 1. As for the SMILES: O=C/C=C\C=S. Its frontier orbital gap is 7.36 eV.

Last column: Löwdin charge in e.
Cartesian coordinates (Å):
O  0.99  1.79  0.19  0.05
C  1.43  0.67  0.01  -0.29
C  0.84  -0.63  0.18  -0.03
C  -0.52  -0.72  0.01  -0.23
C  -1.43  0.27  -0.03  -0.67
S  -2.99  -0.12  0.13  0.75
H  2.32  0.68  -0.58  0.11
H  1.57  -1.42  0.48  0.13
H  -0.83  -1.81  -0.14  0.13
H  -1.37  1.30  -0.25  0.04

---

## R
ORCA calculation (ωB97M-V/def2-TZVPD) on the molecule C4H4OS.

For the lowest unoccupied orbital energy, the calculation gives 0.69 eV. Its spin multiplicity is 1. As for the SMILES: Sc1ccco1. Its frontier orbital gap is 9.18 eV.

Last column: Löwdin charge in e.
Cartesian coordinates (Å):
S  -0.53  -2.52  0.41  0.77
C  -0.19  -0.78  0.53  -0.76
C  0.97  -0.10  0.57  -0.08
C  0.67  1.29  -0.06  -0.08
C  -0.43  1.16  -0.74  -0.08
O  -0.96  -0.16  -0.28  -0.16
H  -1.54  -2.37  -0.62  -0.04
H  1.78  -0.54  1.09  0.08
H  1.59  2.02  0.07  0.14
H  -1.35  2.01  -0.97  0.19

---

## S
ORCA calculation (ωB97M-V/def2-TZVPD) on the molecule C4H4OS.

For the lowest unoccupied orbital energy, the calculation gives 0.82 eV. Its spin multiplicity is 1. As for the SMILES: Sc1ccco1. Its frontier orbital gap is 9.18 eV.

Last column: Löwdin charge in e.
Cartesian coordinates (Å):
S  1.20  -1.49  -0.74  0.75
C  0.01  -0.14  -0.21  -0.64
C  -0.96  -0.39  0.69  -0.16
C  -1.41  0.85  1.22  -0.11
C  -0.81  1.75  0.45  -0.09
O  0.26  1.19  -0.40  -0.05
H  2.09  -0.56  -1.11  -0.15
H  -1.18  -1.41  1.30  0.16
H  -2.33  1.01  1.82  0.12
H  -0.88  2.83  0.03  0.15

---

The energy of each structure relative to the most stable one, in hartree, is as follows: P 0.0070; Q 0.0208; R 0.0494; S 0.0000.